{
  "formula": "C23H65Br6N12O9P3",
  "method": "ωB97M-V with the def2-TZVPD basis set",
  "species": ["O", "C", "N", "N", "O", "H", "C", "C", "H", "H", "H", "C", "C", "H", "H", "P", "C", "H", "N", "H", "H", "H", "C", "H", "H", "P", "H", "H", "H", "H", "H", "H", "H", "Br", "H", "H", "H", "C", "H", "N", "C", "H", "C", "C", "H", "Br", "Br", "H", "H", "Br", "H", "H", "C", "H", "N", "H", "C", "O", "H", "C", "H", "H", "O", "H", "H", "H", "H", "N", "C", "H", "H", "C", "N", "H", "N", "H", "C", "H", "H", "O", "N", "P", "H", "H", "Br", "H", "H", "H", "C", "O", "C", "H", "H", "H", "H", "C", "N", "C", "O", "N", "H", "H", "H", "O", "H", "H", "H", "H", "C", "H", "N", "Br", "H", "C", "H", "O", "H", "H"],
  "xyz": [[-3.00925, -1.86257, -2.99641], [1.40256, -6.64525, 3.10567], [-5.19360, 3.16462, 0.78624], [4.15421, 1.14948, -0.84843], [3.16104, -0.92282, 5.88159], [1.04427, -4.78423, -1.50407], [1.56135, -4.59941, -0.56250], [-1.12138, -4.55970, 5.72682], [7.41865, 3.63908, 0.03700], [-7.37756, -0.37947, 0.90697], [4.79246, 0.97906, 1.14703], [7.15432, 0.27300, 0.05692], [-4.50285, 0.09745, 0.50101], [2.31363, 1.59185, -1.75009], [7.36309, 0.10670, 1.11374], [-2.38256, -0.73465, -3.69126], [-3.74453, 3.29365, 3.83613], [-2.38082, 1.56382, -1.05659], [-4.06831, 2.11099, 3.12842], [4.47576, 5.49658, -1.43099], [4.98041, -1.28819, 4.19004], [-0.20738, 1.02338, -4.60707], [-2.96217, -1.92102, -6.16518], [-0.95150, 0.92259, -1.86380], [8.07858, -0.05524, -0.41859], [-5.51307, 2.11523, 2.15482], [-4.13120, 4.14797, 3.28051], [3.55960, -1.29308, 2.91459], [2.77347, -0.18625, -1.89146], [-3.65673, -2.63904, -5.72916], [-4.03727, 3.20289, -0.90925], [-4.49338, 1.07708, -4.18609], [-6.25894, -1.29925, 2.04656], [-2.41089, -3.58151, 6.92174], [3.47440, 1.01426, -2.81800], [3.04508, 1.12569, 0.93975], [-3.66867, 1.12542, -6.26808], [-0.07915, -2.23106, -3.54191], [8.57872, 2.46170, -0.68030], [-2.83220, -0.68138, -5.37759], [-1.87291, 1.48421, -2.01772], [-4.12797, 0.10422, 3.84358], [-3.38881, 0.86443, 3.59094], [-3.91581, 1.62416, -3.44096], [-5.94094, 4.66864, -0.39970], [0.58203, 0.67981, 2.50515], [-1.29762, -1.94896, 2.81768], [1.96637, -5.55538, -0.23059], [4.19366, -2.71352, 3.50478], [-0.00628, -1.37472, 0.01182], [-0.01672, -2.50241, -2.48806], [6.40450, -0.44502, -0.27518], [0.26194, 0.06875, -4.36931], [-3.14026, 2.70204, 0.55933], [-5.51112, 0.53760, 1.42200], [-2.65637, 3.33317, 3.88569], [-6.29843, 3.90801, 0.29437], [2.99973, -5.01463, 3.40783], [-0.91744, -3.93840, 4.85475], [3.10802, 0.84754, -1.80506], [-2.05997, 1.25516, -5.68130], [-4.23745, 3.30176, 4.80828], [1.04506, -4.34802, 2.84094], [-3.81869, 2.68905, -3.65238], [0.83780, -4.15892, 0.12347], [0.58065, -0.42015, -5.28990], [1.81066, -7.19401, 3.95444], [-2.61970, 0.93616, -3.20502], [7.80424, 2.62011, 0.07016], [-7.08776, 0.00007, 2.61757], [-1.57523, 2.51701, -2.19876], [-3.92572, 3.34700, 0.16540], [5.01263, 3.62977, -0.77276], [-3.35650, -1.77514, -7.17082], [-0.70763, -0.94407, -3.85226], [-0.51825, -2.97549, -4.20606], [4.45663, 4.46457, -1.78125], [1.03794, 0.15104, -3.60829], [-1.98157, -2.37947, -6.29312], [2.68154, -2.79266, -1.71450], [6.73810, 1.69147, -0.13349], [5.52834, 2.04876, -1.23724], [8.17257, 2.46173, 1.08376], [-4.32241, 0.80207, -0.31081], [-1.88979, -6.35206, 5.23230], [-4.45729, 1.56913, -2.49658], [1.75152, -7.06082, 2.16035], [-6.96117, 3.21460, -0.22338], [4.03508, -1.68085, 3.81551], [3.10593, -3.23588, 0.39558], [4.55247, 3.90043, 0.55331], [0.96144, -2.24723, -3.86598], [-6.86750, 4.34203, 1.11650], [-4.76256, -0.86243, 0.05461], [4.96432, 4.83073, 0.94447], [3.95166, 0.69581, 0.51383], [3.03474, -1.69418, 4.95611], [-6.62158, -0.33483, 1.69094], [2.02557, -2.40253, 4.79250], [2.55284, -3.45592, -0.66954], [3.48044, 3.91993, 0.74944], [0.32120, -6.50902, 3.12045], [3.42990, 4.23256, -2.06423], [5.92323, 2.04395, -2.70246], [-2.38492, 0.26052, -7.16093], [5.09085, 4.38071, -2.66377], [-2.70767, 1.00466, 4.43029], [4.94465, 3.11772, 1.20266], [-2.74037, 0.56168, -6.17551], [-3.55548, 4.33821, 0.42721], [1.84915, -5.23469, 3.12305], [0.66464, -4.82908, 6.67236], [1.14558, -1.82968, 2.17374], [0.23673, -1.26925, 1.95463], [-2.71606, 0.40787, 2.86496], [-6.81430, 2.44912, 2.83523], [3.82956, -0.38733, 0.51825], [-3.64185, -0.15960, 1.11802]],
  "atomic_forces_ev_per_a": [[0.102, 0.019, 0.385], [-0.839, 0.426, -0.210], [0.336, -1.907, 3.398], [0.850, -0.232, 0.402], [0.663, -0.348, -0.335], [0.326, 0.367, -0.150], [-0.875, 0.547, -0.913], [0.072, -0.631, 1.481], [0.219, 0.070, -0.173], [0.136, -0.257, -0.111], [-0.079, -0.178, -0.148], [-0.212, -0.101, 0.353], [0.144, -0.556, 0.440], [-0.508, -0.332, 0.587], [-0.329, 0.076, 0.198], [0.534, 1.594, -2.909], [-0.101, 0.609, 0.090], [-0.536, -0.703, -0.222], [-1.057, -1.862, -1.896], [-0.055, 0.021, 0.084], [-0.380, 0.513, -0.349], [0.031, -0.117, 0.248], [0.053, 0.028, 0.572], [-0.075, -0.155, -0.068], [0.078, 0.715, -0.596], [0.566, -0.904, -1.161], [0.179, 0.217, 0.020], [0.079, 0.844, 0.450], [-0.067, -0.090, 1.097], [0.209, 0.044, 0.397], [0.359, 0.179, -0.139], [0.090, 0.289, -0.057], [0.024, -0.532, -0.747], [1.093, -0.748, -1.034], [0.542, 0.172, 0.003], [-0.220, 0.060, -0.068], [-0.342, -0.293, -0.154], [0.103, 0.144, -0.902], [0.223, 0.270, 0.144], [-1.063, 0.921, 0.869], [0.154, -0.277, -1.007], [0.052, -0.045, 0.211], [-0.655, 0.092, -0.558], [0.322, -1.123, 0.999], [-0.157, 0.119, 0.066], [-0.181, -1.467, -0.372], [0.104, -0.147, 0.229], [0.527, 0.592, 0.298], [-0.061, -0.235, 0.470], [0.103, 0.281, 0.523], [-0.603, -0.152, -0.040], [-0.217, 0.231, 0.070], [-1.468, -1.544, 0.075], [-0.331, -0.418, 0.010], [-0.799, 2.061, 1.089], [0.009, 0.480, 0.408], [-0.831, -0.013, -0.262], [0.507, -0.074, 0.006], [-0.121, -0.353, 0.127], [0.340, 0.917, -1.879], [0.235, -0.022, -0.318], [0.352, 0.198, 0.360], [0.082, -0.861, -0.124], [0.368, -0.086, -0.439], [0.018, -0.501, 0.218], [0.824, 0.634, -0.128], [-0.062, 0.282, -0.113], [0.764, -0.866, 0.382], [0.290, 0.645, 0.248], [-0.438, 0.413, -0.256], [0.030, 0.173, -0.488], [0.426, 0.414, 0.487], [-1.032, -0.918, 0.212], [0.011, 0.630, 0.081], [0.086, 0.950, 1.675], [-0.319, -0.516, 0.684], [0.632, 0.880, -1.246], [0.315, 0.325, -0.334], [0.124, -0.308, 0.012], [-0.218, -1.291, 1.953], [-2.013, -1.635, -0.747], [2.527, -0.404, -2.819], [0.336, 0.045, -0.070], [0.270, -0.008, 0.155], [0.625, 1.507, 0.212], [-0.427, 0.003, -0.001], [-0.056, -0.053, 0.106], [-0.385, 0.260, -0.376], [0.051, -1.402, 0.471], [0.194, 0.535, -0.755], [0.791, -0.613, 1.826], [0.156, 0.536, -0.063], [0.003, 0.233, -0.157], [-0.421, 0.108, -0.132], [0.041, 0.242, -0.298], [-0.109, 0.084, 0.430], [-2.087, -0.068, -0.792], [-0.082, -0.036, 1.520], [1.648, 0.823, 0.041], [0.113, -0.160, -0.617], [-0.285, 0.069, -0.741], [0.063, -0.775, 0.052], [-0.205, -0.258, 0.178], [-1.421, 0.097, 3.021], [0.113, 0.448, -0.040], [-0.229, 0.039, -0.102], [-0.490, 0.573, 0.337], [0.058, 0.122, 0.111], [0.337, -0.687, 0.674], [0.159, 0.496, -0.578], [0.313, 1.075, 0.204], [-1.593, 0.176, -0.842], [-0.323, 0.066, 0.309], [0.290, 1.143, -0.522], [-0.244, 0.334, -0.515], [2.015, -0.358, -0.999], [-0.011, -0.169, -0.085], [0.825, 0.337, -0.599]],
  "largest_force_ev_per_a": 3.9,
  "orbital_gap_ev": [6.87, 2.46],
  "multiplicity": 2,
  "total_energy_ev": -509320.240,
  "charge": 1
}